17
Properties=species:S:1:pos:R:3:mulliken_charge:R:1 method="wB97M-V/def2-TZVPD" total_charge=0 e_homo_ha=-0.3310 homo_lumo_gap_ev=8.147 energy_ha=-648.9657
H -0.824 -1.291 1.571 0.3097
N -0.518 0.888 1.678 -0.4623
S 1.329 -2.366 -2.024 -0.2421
O 0.596 3.111 -0.078 -0.6470
H 0.437 0.855 2.059 0.2065
H 0.334 0.244 -0.677 0.3741
H 2.072 -0.461 -2.154 0.0931
H -0.358 3.073 0.010 0.3144
H -0.420 -2.703 -0.468 0.2866
H 1.172 -0.875 0.190 0.4185
C -0.073 -1.836 -1.100 -0.5121
H -0.835 -1.695 -1.827 0.3417
C -0.844 -0.362 0.988 -0.6622
H -1.821 -0.225 0.499 0.2811
H -1.185 0.948 2.459 0.2328
H 0.813 3.352 -0.983 0.2999
C 0.125 -0.656 -0.144 -0.6328